1.
56
Properties=species:S:1:pos:R:3:mulliken_charge:R:1 method="wB97M-V/def2-TZVPD" spin_multiplicity=2 total_charge=-1 homo_lumo_gap_ev="7.335 / 7.169" s2=0.803
Mn -0.12 0.04 0.85 0.5846
Cl -4.30 5.47 2.03 -0.2187
C -3.87 3.91 1.42 0.2396
C -4.77 3.19 0.65 0.2998
Cl -6.37 3.81 0.35 -0.2349
C -4.38 1.95 0.13 0.3599
Cl -5.45 1.08 -0.92 -0.1593
C -3.13 1.41 0.41 -0.4224
O -2.65 0.25 -0.11 -0.5106
C -2.22 2.11 1.24 0.2419
O -1.06 1.64 1.53 -0.6509
C -2.60 3.39 1.69 0.3112
Cl -1.44 4.28 2.60 -0.1947
O 3.43 1.66 1.77 -0.7612
C 2.29 1.34 1.46 0.2495
O 1.55 0.42 1.94 -0.7072
C 1.63 2.14 0.34 1.1104
C 1.86 3.50 0.21 -0.7477
C 1.11 4.20 -0.72 -0.3964
C 0.20 3.51 -1.52 -0.7196
C 0.08 2.15 -1.35 -0.6957
N 0.77 1.47 -0.43 0.5382
H 2.58 3.97 0.85 0.5143
H 1.22 5.27 -0.81 0.3858
H -0.41 4.02 -2.25 0.4478
H -0.61 1.57 -1.95 0.4370
N -3.84 -1.72 -0.53 -0.6173
C -3.07 -1.05 0.49 0.4130
N -3.88 -0.94 1.65 -0.6060
S -1.48 -1.87 0.88 -0.8718
H -3.31 -1.71 -1.39 0.2433
H -3.95 -2.69 -0.24 0.2808
H -4.76 -0.48 1.44 0.2930
H -3.39 -0.49 2.41 0.2719
C 1.78 -2.48 0.89 -0.7207
N 2.68 -3.56 0.47 -0.0140
C 2.08 -4.22 -0.70 -0.7445
N 1.87 -3.29 -1.82 -0.0022
C 0.99 -2.22 -1.35 -0.6782
N 1.55 -1.50 -0.19 1.3326
C 2.85 -0.94 -0.58 -0.9578
N 3.78 -1.99 -1.04 0.0468
C 3.95 -2.95 0.06 -0.6355
C 3.16 -2.70 -2.17 -0.7003
H 2.21 -1.95 1.74 0.1380
H 0.82 -2.90 1.19 0.4063
H 1.12 -4.65 -0.41 0.3499
H 2.75 -5.02 -1.03 0.3416
H 0.02 -2.62 -1.07 0.1430
H 0.85 -1.50 -2.16 0.2262
H 3.30 -0.43 0.27 0.2000
H 2.70 -0.22 -1.39 0.1432
H 4.39 -2.44 0.91 0.3637
H 4.63 -3.74 -0.27 0.3577
H 3.84 -3.48 -2.50 0.3453
H 3.02 -1.99 -2.99 0.3509

***

2.
8
Properties=species:S:1:pos:R:3:mulliken_charge:R:1 method="wB97M-V/def2-TZVPD" total_charge=-1 homo_lumo_gap_ev=6.107
O -2.68 -0.40 0.88 -0.7129
H -1.77 -0.27 0.52 0.4030
C 0.67 -0.23 -0.47 -0.8020
N 1.18 0.67 0.58 -0.3170
O 1.33 -0.22 -1.50 -0.3059
H -2.69 0.26 1.55 0.3013
H 2.12 1.05 0.61 0.2123
H 0.59 0.93 1.35 0.2212

***

3.
66
Properties=species:S:1:pos:R:3:mulliken_charge:R:1 method="wB97M-V/def2-TZVPD" total_charge=+1 homo_lumo_gap_ev="7.280 / 7.279"
Ir -0.16 0.37 0.12 0.8244
C 2.72 0.08 -2.40 -1.4645
C 2.90 0.12 -0.93 0.3118
N 1.94 0.15 -0.02 -0.1922
C 2.54 0.17 1.21 0.3069
C 3.89 0.13 1.06 -0.0904
N 4.09 0.10 -0.29 -0.0292
C 5.06 0.14 1.97 0.4835
O 4.81 0.13 3.27 -0.5134
O 6.17 0.16 1.50 -0.5902
C 1.66 0.24 2.37 1.0777
O 2.09 0.15 3.51 -0.8939
O 0.41 0.41 2.07 -0.4834
H 1.67 -0.04 -2.63 0.2594
H 3.28 -0.75 -2.84 0.4422
H 3.09 1.01 -2.86 0.3249
H 5.02 0.08 -0.70 0.2473
H 3.83 0.10 3.45 0.4252
N 0.73 6.44 -0.19 -0.4575
C 0.54 5.11 -0.15 1.1728
C 0.67 4.31 -1.30 -0.8053
C 0.47 2.96 -1.21 -0.3795
N 0.15 2.35 -0.05 -0.2083
C 0.03 3.10 1.06 -0.2464
C 0.21 4.45 1.05 -0.9977
H 0.96 6.90 -1.05 0.1917
H 0.63 7.01 0.63 0.2016
H 0.92 4.75 -2.25 0.3652
H 0.56 2.33 -2.08 0.4576
H -0.20 2.57 1.97 0.6654
H 0.11 5.01 1.97 0.3759
N -1.91 -0.04 0.30 -0.2770
P -2.86 -0.54 1.53 1.5837
C -2.76 0.59 2.92 0.6099
C -2.36 0.22 4.20 -0.1314
C -2.27 1.18 5.20 -0.7664
C -2.59 2.50 4.93 -0.4867
C -2.99 2.88 3.65 -0.6956
C -3.07 1.93 2.65 -0.7500
C -4.56 -0.52 0.99 -0.0952
C -5.58 -0.63 1.94 -0.2579
C -6.90 -0.61 1.52 -0.7637
C -7.20 -0.49 0.17 -0.4276
C -6.19 -0.39 -0.77 -0.6666
C -4.86 -0.40 -0.36 -0.4289
C -2.45 -2.19 2.08 0.4019
C -3.35 -3.25 1.90 -0.4946
C -2.99 -4.53 2.29 -0.7801
C -1.74 -4.76 2.84 -0.5442
C -0.84 -3.72 3.01 -0.9056
C -1.19 -2.44 2.62 -0.2716
H -2.12 -0.81 4.42 0.4863
H -1.95 0.89 6.19 0.4537
H -2.52 3.24 5.72 0.4241
H -3.24 3.91 3.44 0.4872
H -3.38 2.22 1.65 0.3645
H -5.34 -0.71 2.99 0.4299
H -7.70 -0.69 2.25 0.4152
H -8.24 -0.48 -0.15 0.4138
H -6.43 -0.29 -1.82 0.4168
H -4.06 -0.32 -1.08 0.3959
H -4.32 -3.06 1.47 0.3605
H -3.68 -5.35 2.15 0.4304
H -1.47 -5.77 3.15 0.3983
H 0.14 -3.91 3.44 0.4853
H -0.49 -1.62 2.75 0.4039

***

4.
4
Properties=species:S:1:pos:R:3:mulliken_charge:R:1 method="wB97M-V/def2-TZVPD" total_charge=-1 homo_lumo_gap_ev="6.675 / 6.842"
N -0.17 1.11 0.40 -0.2379
O 0.59 -0.95 -0.27 -0.8664
Br -1.73 1.20 -0.27 -0.0504
H 1.31 -1.36 0.14 0.1546

***

5.
23
Properties=species:S:1:pos:R:3:mulliken_charge:R:1 method="wB97M-V/def2-TZVPD" total_charge=0 homo_lumo_gap_ev=9.903
C 1.06 3.18 0.68 -1.5025
C 0.63 2.12 -0.35 0.2382
C 0.80 0.72 0.25 -0.7630
C 0.54 -0.48 -0.64 1.0149
C 0.72 -0.42 -1.95 -1.1818
C 0.21 -1.75 0.10 -1.3561
N -0.74 2.41 -0.83 -0.6751
H 0.73 2.88 1.68 0.3180
H 2.12 3.40 0.62 0.3360
H 0.35 4.00 0.54 0.4606
H 1.22 2.22 -1.25 0.3266
H 1.81 0.67 0.64 0.3283
H 0.14 0.71 1.12 0.3564
H 1.12 0.40 -2.55 0.2855
H 0.38 -1.26 -2.56 0.2658
H 1.17 -2.24 0.31 0.2752
H -0.39 -2.40 -0.55 0.3838
H -0.31 -1.58 1.04 0.3369
H -0.90 1.80 -1.62 0.3051
H -1.43 2.19 -0.12 0.2473
H -3.23 -5.24 1.11 0.3173
H -2.57 -5.82 2.33 0.3199
O -3.43 -5.50 2.02 -0.6375

***

6.
82
Properties=species:S:1:pos:R:3:mulliken_charge:R:1 method="wB97M-V/def2-TZVPD" spin_multiplicity=4 total_charge=-2 homo_lumo_gap_ev="4.378 / 4.572" s2=3.928
V -0.74 -0.30 0.39 0.1953
C 3.34 2.64 1.37 -0.7262
C 2.34 2.15 0.57 -0.1686
N 1.17 1.71 1.05 0.0120
C 1.01 1.78 2.38 0.3794
C 2.07 2.25 3.19 -0.3835
N 3.22 2.68 2.71 -0.7098
C -0.26 1.34 2.94 -0.3850
C -0.63 1.62 4.22 -0.5854
C -1.94 1.30 4.70 0.6461
C -2.84 0.83 3.74 -0.3632
C -2.45 0.59 2.43 -0.0332
N -1.09 0.67 2.05 0.6242
C -3.33 0.33 1.35 0.0561
C -4.75 0.30 1.43 -0.3141
N -5.53 0.22 0.39 -0.7156
C -4.91 0.14 -0.83 -0.6979
C -3.56 0.10 -0.95 -0.2951
N -2.73 0.18 0.13 0.3361
C -2.32 1.53 6.08 0.8640
C -1.37 1.71 7.10 -0.6095
C -1.77 1.94 8.40 -0.3137
N -3.04 2.02 8.80 -0.7397
C -3.95 1.85 7.84 -0.3246
C -3.66 1.62 6.51 -0.5096
H 4.27 3.00 0.94 0.4235
H 2.49 2.11 -0.51 0.3251
H 1.97 2.25 4.27 0.4879
H 0.04 2.17 4.86 0.4313
H -3.88 0.67 4.00 0.2434
H -5.22 0.34 2.41 0.3336
H -5.55 0.07 -1.70 0.4488
H -3.08 -0.04 -1.91 0.2604
H -0.31 1.63 6.88 0.3800
H -1.02 2.07 9.17 0.3416
H -4.99 1.91 8.15 0.3537
H -4.48 1.51 5.81 0.3021
N 1.18 -1.29 0.82 -0.2665
C 0.92 -1.89 2.14 -0.7084
C -0.42 -2.62 2.01 0.6755
O -0.65 -3.61 2.69 -0.7650
N -1.22 -2.08 1.05 0.3734
C -1.92 -3.07 0.23 -0.9654
C -0.95 -3.79 -0.75 0.7000
O -1.50 -4.55 -1.57 -0.8224
O 0.29 -3.54 -0.62 -0.8248
H 1.10 -2.08 0.14 0.3484
H 2.10 -0.87 0.77 0.2689
H 0.88 -1.12 2.91 0.1794
H 1.65 -2.64 2.43 0.4791
H -2.70 -2.58 -0.36 0.1514
H -2.41 -3.82 0.85 0.4526
Cl 4.51 5.37 -4.97 -0.2429
C 3.48 4.20 -4.17 0.4570
C 2.42 4.65 -3.41 -0.8404
C 1.60 3.71 -2.78 -0.0074
C 1.85 2.35 -2.91 -0.1055
C 0.97 1.34 -2.25 -0.5692
C 2.93 1.93 -3.69 -0.2317
C 3.75 2.85 -4.32 -0.8204
H 2.23 5.71 -3.31 0.4046
H 0.77 4.04 -2.18 0.4602
H 0.34 1.81 -1.49 0.1819
H 1.56 0.57 -1.75 0.3841
H 3.12 0.87 -3.80 0.4438
H 4.59 2.53 -4.93 0.4046
O 0.17 0.75 -3.27 -0.1720
C -0.60 -0.29 -2.87 -0.1036
O -0.55 -0.66 -1.68 -0.1318
C -1.39 -0.84 -3.91 0.6247
C -2.12 -2.05 -3.71 0.0950
C -2.92 -2.55 -4.70 -0.4852
C -3.03 -1.87 -5.94 -0.3509
C -2.29 -0.69 -6.16 -0.5125
C -1.48 -0.20 -5.18 -0.7187
N -3.87 -2.36 -6.95 0.9095
O -3.97 -1.71 -8.02 -0.7413
O -4.57 -3.37 -6.72 -0.7178
H -2.00 -2.61 -2.79 0.1063
H -3.45 -3.48 -4.56 0.5286
H -2.38 -0.19 -7.12 0.4592
H -0.92 0.71 -5.35 0.4454

***

no.,strongest force on any atom (eV/A),E (eV)
1,1.5,-130896.706
2,1.5,-6686.509
3,1.5,-58259.511
4,3.5,-73591.796
5,1.8,-10002.000
6,0.8,-103741.859